No. 1
Entry from the OMol25 dataset: an isolated ion of composition C5H13N2 and charge +1 at a distorted geometry (ωB97M-V/def2-TZVPD).

E_tot = -8366.997 eV
Frontier orbital gap = 11.813 eV
Total charge = +1
Structure (SMILES) = CC[C@@H](N)[NH+]1CC1
Lowest unoccupied orbital energy = -2.71 eV
2S+1 = 1

```
20
Properties=species:S:1:pos:R:3:forces:R:3
C 1.409068 -1.118789 -1.021294 -0.992 -0.897 -2.572
C -0.019062 -1.409291 -0.633238 -2.005 -1.724 0.411
C -0.632353 -0.619468 0.545758 1.641 0.774 -0.128
N -0.187336 -0.876841 1.908697 0.980 1.004 -3.684
N -0.073735 0.869506 0.294915 3.805 -3.381 2.770
C -0.264686 1.672023 -0.812380 -1.788 0.708 -4.602
C -0.708515 2.141498 0.481475 -1.351 2.280 2.166
H 1.244501 -0.267053 -1.676033 0.994 -0.088 -0.664
H 2.007090 -1.959918 -1.511096 -1.204 1.217 0.542
H 1.957227 -0.753211 -0.244823 1.841 0.679 2.414
H -0.165627 -2.436907 -0.237539 0.120 0.225 -0.688
H -0.714778 -1.290714 -1.540499 1.001 -0.287 1.369
H -1.718255 -0.598155 0.417507 0.178 0.214 0.419
H 0.490489 -1.555133 2.167007 0.490 -0.675 -0.474
H -0.951251 -0.893545 2.456841 -2.775 -0.158 2.710
H 0.935196 0.653128 0.598325 -1.832 1.435 -0.212
H -1.038484 1.183133 -1.505257 1.033 1.294 0.899
H 0.475043 2.255846 -1.338668 0.757 -0.674 0.121
H -0.267784 3.026375 1.145740 -0.743 -2.350 -1.803
H -1.776751 1.977517 0.504563 -0.150 0.404 1.005
```
Forces are in eV/Å.

Löwdin atomic charge list, values in e, 8 entries: -0.0780 -0.2003 -0.2421 0.1225 -0.0815 -0.1254 -0.0349 0.0702

***

No. 2
Entry from the OMol25 dataset: a 2-piece molecular cluster, C4H11N4 overall at a distorted geometry (ωB97M-V/def2-TZVPD).

E_tot = -10274.528 eV
Frontier orbital gap (spin up / spin down) = 5.068 / 5.069 eV
Total charge = +1
Lowest unoccupied orbital energy (spin up / spin down) = -6.35 / -6.35 eV
2S+1 = 1

```
19
Properties=species:S:1:pos:R:3:forces:R:3
C 1.247722 -0.360050 -1.245843 -0.979 -0.930 1.584
C 0.812218 -1.184876 -0.316278 0.525 -0.077 0.414
C 2.555836 0.316885 -1.171711 2.487 -1.126 1.229
C -2.575731 0.657659 0.643910 -0.923 -3.135 3.627
N 0.687079 -3.012792 1.107564 -2.026 0.608 2.658
N 0.523122 -1.749698 0.735235 -0.005 1.001 -0.853
N -1.663301 1.253461 -0.171957 1.268 0.317 -2.764
N -1.310758 2.389384 0.108207 -0.447 -0.313 -0.375
H 0.544511 -0.245284 -2.034798 -0.024 0.426 -1.049
H 3.282303 0.032824 -0.234067 -2.061 0.392 -2.405
H 3.059539 0.099443 -2.111373 0.577 -0.145 0.110
H 2.489358 1.371104 -1.174425 -0.310 1.365 0.194
H -3.582458 0.947656 0.452927 -0.927 0.850 -0.850
H -2.690014 -0.500336 0.526914 0.996 2.154 0.238
H -2.434053 1.000652 1.727558 -0.102 -0.786 -1.083
H 1.222368 -3.729066 0.718253 1.127 -0.681 -1.101
H -1.734333 2.812282 0.894879 -0.336 1.088 1.570
H -0.787367 2.979182 -0.524149 0.612 -0.307 -0.401
H 0.353959 -3.078431 2.069153 0.549 -0.703 -0.743
```
Forces are in eV/Å.

Löwdin atomic charge list, values in e, 8 entries: -0.2066 -0.1367 -0.1224 -0.0645 0.0204 -0.0453 0.0691 0.2362

***

No. 3
Entry from the OMol25 dataset: C27H33AsBrN8O8S2Ti as an isolated structure at a distorted geometry (ωB97M-V/def2-TZVPD).

E_tot = -232505.277 eV
Frontier orbital gap (spin up / spin down) = 7.587 / 7.999 eV
<S²> = 0.752
Total charge = 0
Lowest unoccupied orbital energy (spin up / spin down) = -0.06 / -0.10 eV
2S+1 = 2

```
81
Properties=species:S:1:pos:R:3:forces:R:3
Ti -0.140612 0.390529 0.102396 0.138 -2.101 -0.178
C -0.517555 -1.770756 2.638114 0.042 -0.091 -0.468
C 0.914849 -1.909794 2.051946 -0.440 -0.094 -0.170
N 0.834270 -1.738328 0.597847 0.420 0.198 0.217
C 0.426932 -3.015611 -0.025979 -0.123 0.042 -0.003
C -0.354203 -2.826870 -1.313435 0.021 0.153 0.114
N -1.327468 -1.767447 -1.150061 0.070 -0.168 0.032
C -2.558623 -2.067025 -0.436579 0.266 0.079 0.130
C -2.427554 -2.074248 1.093468 0.230 0.070 -0.101
N -1.442726 -1.126046 1.676440 -0.064 0.084 0.179
H -0.476406 -1.215204 3.559493 -0.014 0.265 0.249
H -0.898413 -2.757421 2.895691 -0.058 -0.092 0.030
H 1.326916 -2.887724 2.310840 0.041 -0.086 0.006
H 1.579120 -1.168643 2.471047 0.114 0.174 0.050
H 1.735576 -1.497744 0.185020 0.161 -0.104 0.083
H -0.192685 -3.560704 0.687664 0.024 0.022 0.040
H 1.310118 -3.629122 -0.216873 -0.073 -0.024 0.077
H -0.807577 -3.786611 -1.589663 -0.001 -0.111 -0.067
H 0.329458 -2.537793 -2.112538 0.011 0.048 -0.038
H -1.561878 -1.353753 -2.037861 0.046 0.110 -0.094
H -2.974842 -3.036441 -0.730972 -0.086 -0.127 -0.035
H -3.277639 -1.308789 -0.713020 -0.146 0.136 -0.097
H -2.145455 -3.076840 1.406136 0.015 -0.061 0.092
H -3.415898 -1.880971 1.506784 -0.091 0.033 0.041
H -1.952770 -0.368383 2.113918 -0.071 -0.013 0.230
N 3.013504 -6.671837 0.666279 -0.047 0.240 -0.060
C 3.369906 -5.407292 0.204888 -0.015 -0.132 0.044
C 3.249827 -5.089378 -1.153639 0.024 -0.088 -0.061
C 3.521598 -3.810468 -1.600688 0.112 0.047 -0.011
C 3.923279 -2.829702 -0.696821 -0.002 -0.224 0.066
C 4.066919 -3.136151 0.648383 -0.014 -0.022 -0.058
C 3.792881 -4.419562 1.096510 -0.009 -0.026 0.041
S 4.168464 -1.180806 -1.266365 -0.201 0.233 0.121
O 4.775239 -0.448671 -0.173397 0.086 -0.015 -0.060
O 4.857189 -1.245798 -2.519462 0.012 0.030 -0.159
N 2.624165 -0.725759 -1.310332 -0.032 0.176 -0.411
C 1.968251 -0.025609 -2.241534 -0.053 -0.154 0.145
N 0.678426 0.319312 -1.876205 0.742 0.539 -1.207
C -0.020127 1.012887 -2.803801 0.083 -0.258 0.135
C 0.471794 1.359734 -4.029736 0.001 0.057 -0.239
C 1.786560 0.986547 -4.290927 0.139 -0.097 0.031
N 2.519302 0.314248 -3.433526 -0.038 -0.107 0.251
H 3.008268 -7.413173 -0.011433 0.045 -0.041 -0.049
H 3.382294 -6.944906 1.559932 0.064 -0.014 0.032
H 2.938677 -5.858635 -1.855477 0.014 0.083 0.060
H 3.430456 -3.558027 -2.654619 0.019 -0.050 0.151
H 4.397630 -2.361632 1.332979 -0.024 -0.083 -0.059
H 3.909512 -4.665560 2.147576 -0.022 0.028 -0.050
H -1.028300 1.279889 -2.547899 -0.172 0.029 0.202
H -0.134193 1.906291 -4.739500 0.058 -0.047 0.053
H 2.268459 1.238398 -5.235229 -0.049 -0.012 0.109
O -3.895749 1.231905 -1.993574 -0.210 -0.172 -0.195
As -3.209238 1.608889 -0.403789 -0.691 -0.371 0.028
O -4.299731 1.080605 0.685332 0.374 0.116 0.063
O -1.796780 0.649224 -0.557963 -1.696 0.794 -0.476
C -2.975371 3.482630 -0.804706 0.695 0.136 0.145
C -3.938940 4.137022 -1.555634 0.090 0.000 0.042
C -3.737297 5.466616 -1.899379 0.034 0.161 -0.034
C -2.581436 6.137945 -1.512962 -0.130 0.056 -0.094
C -1.612372 5.493359 -0.759964 -0.040 -0.139 0.067
C -1.824684 4.169462 -0.412444 -0.396 -0.067 -0.226
S -0.675180 3.289674 0.576965 -0.089 0.014 0.495
O 0.150928 2.478740 -0.369989 -0.055 0.396 0.437
O 0.063083 4.241273 1.359358 0.144 -0.053 -0.224
O -1.531505 2.365505 1.345128 0.231 0.403 -0.050
H -4.655574 0.655405 -1.834070 0.041 0.043 -0.041
H -4.826398 3.607868 -1.868524 -0.028 0.015 -0.052
H -4.489003 5.985054 -2.483582 0.043 -0.024 0.048
H -2.438580 7.174795 -1.795483 -0.030 -0.069 0.015
H -0.715697 5.999702 -0.423005 -0.062 -0.039 -0.031
Br -0.425963 1.490345 4.047693 -0.089 -0.162 -0.186
C 1.031565 1.750415 2.869378 -0.232 -0.251 0.144
C 1.953577 2.680014 3.309871 -0.171 0.074 0.213
C 3.072834 2.918730 2.552727 0.181 0.285 0.169
C 3.261950 2.162897 1.421827 0.378 -0.333 -0.552
C 2.311239 1.236578 1.062245 -0.135 -0.328 0.435
N 1.150749 1.031611 1.745194 0.960 0.950 0.735
H 1.762936 3.213532 4.228289 -0.013 -0.003 -0.014
H 3.795843 3.665844 2.858294 -0.040 -0.057 -0.013
H 4.157357 2.238506 0.818962 -0.054 -0.018 0.000
H 2.518894 0.551542 0.241812 -0.164 0.212 -0.187
```
Forces are in eV/Å.

Löwdin atomic charge list, values in e, 8 entries: 1.0340 -0.1863 -0.1836 -0.1015 -0.1536 -0.1791 -0.0967 -0.1864

***

No. 4
Entry from the OMol25 dataset: C8H8N4O2PdS as an isolated structure (ωB97M-V/def2-TZVPD).

E_tot = -32795.042 eV
Frontier orbital gap (spin up / spin down) = 7.582 / 7.213 eV
<S²> = 2.007
Total charge = 0
Lowest unoccupied orbital energy (spin up / spin down) = -0.78 / -1.40 eV
2S+1 = 3

```
24
Properties=species:S:1:pos:R:3:forces:R:3
Pd 0.848434 -1.222376 -0.692097 -0.212 -0.076 -0.287
N -2.912354 -3.268979 -1.512781 0.022 0.061 -0.068
C -1.882381 -2.432149 -1.290364 -0.138 -0.104 0.246
S -0.293059 -3.076841 -1.634446 0.065 0.115 0.012
N -2.210597 -1.240824 -0.823377 0.366 -0.004 -0.109
N -1.123048 -0.462487 -0.621432 -0.244 -0.004 0.018
C -1.254341 0.754026 -0.263093 0.151 0.118 -0.006
C -0.042528 1.571361 -0.072780 -0.208 -0.121 -0.012
C -0.135212 2.869643 0.403092 0.047 0.053 0.018
C 1.028028 3.600248 0.585098 -0.013 0.022 0.013
C 2.245640 3.013765 0.287744 -0.025 -0.009 -0.009
C 2.251777 1.710434 -0.184698 0.009 -0.022 -0.009
N 1.140472 1.009098 -0.372553 0.036 -0.045 0.096
H -2.737822 -4.226938 -1.750342 0.005 -0.006 -0.025
H -3.841200 -2.966433 -1.275914 -0.007 -0.008 0.004
H -2.240083 1.180178 -0.102757 0.007 0.018 -0.030
H -1.104854 3.288330 0.636308 0.008 0.000 -0.005
H 0.982255 4.612890 0.963311 0.002 -0.002 -0.006
H 3.177836 3.543050 0.421717 -0.005 0.000 0.003
H 3.181185 1.206854 -0.416397 -0.004 -0.013 0.008
O 1.667186 -2.600282 3.058437 -0.102 -0.101 -0.049
C 1.217796 -2.403930 1.955405 0.271 0.391 0.018
O 1.550551 -1.367287 1.211541 -0.020 -0.273 0.196
H 0.486320 -3.091352 1.490378 -0.010 0.009 -0.018
```
Forces are in eV/Å.

Löwdin atomic charge list, values in e, 8 entries: 0.7909 0.0724 -0.8563 0.5407 -0.0077 -0.1467 -0.0620 -0.2513

***

Record order is preserved below.
Energy above the lowest of the compared OMol25 structures with the same formula, charge and spin: 368.0; 642.8; 213.0; 1.9 kJ/mol